1.
An isolated molecule of CH3O2PS at a distorted geometry. Source: the OMol25 dataset; level of theory: ωB97M-V with the def2-TZVPD basis set.

Cartesian coordinates (Å):
C1 -0.51 -1.25 0.30
O1 0.52 -3.52 -0.61
O2 1.68 -1.41 -1.14
P1 0.24 0.85 0.33
S1 0.77 -2.13 -0.35
H1 -1.03 -1.47 1.24
H2 -0.99 1.15 0.84
H3 -0.14 0.73 -1.08

The total energy comes out at -929.7707 a.u. Its SMILES is O=S(=O)=CP.

***

2.
The ion C14H27N6O2 with charge +1 at a distorted geometry. Source: the OMol25 dataset; level of theory: ωB97M-V with the def2-TZVPD basis set.

Cartesian coordinates (Å):
C1 1.30 2.63 1.27
H1 0.53 2.13 1.86
H2 2.27 2.25 1.57
H3 1.27 3.69 1.48
C2 1.06 2.37 -0.21
O1 2.11 2.85 -1.02
H4 2.31 3.77 -0.79
H5 0.12 2.87 -0.50
C3 0.90 0.87 -0.55
N1 -0.49 0.51 -0.60
N2 -1.37 1.09 0.16
N3 -2.48 0.42 0.02
C4 -2.33 -0.62 -0.82
C5 -1.01 -0.57 -1.22
H6 -0.45 -1.20 -1.88
C6 -3.42 -1.58 -1.13
H7 -2.96 -2.49 -1.51
H8 -4.04 -1.17 -1.93
C7 -4.30 -1.89 0.10
H9 -3.75 -1.65 1.01
H10 -4.49 -2.97 0.12
C8 -5.66 -1.20 0.10
C9 -5.65 0.33 0.04
N4 -4.79 0.91 1.08
H11 -4.99 0.49 1.98
H12 -3.42 0.68 0.58
H13 -4.95 1.91 1.16
H14 -6.68 0.68 0.12
H15 -5.26 0.67 -0.93
H16 -6.18 -1.50 1.01
H17 -6.25 -1.56 -0.74
H18 1.34 0.70 -1.54
C10 1.52 -0.11 0.50
O2 0.76 -0.73 1.21
N5 2.85 -0.23 0.55
C11 3.83 0.37 -0.34
H19 4.60 0.84 0.29
C12 4.48 -0.75 -1.18
N6 5.06 -1.80 -0.36
H20 5.88 -1.46 0.12
C13 4.09 -2.32 0.58
H21 3.32 -2.84 0.00
C14 3.43 -1.23 1.43
H22 4.18 -0.74 2.06
H23 2.65 -1.64 2.06
H24 4.58 -3.05 1.22
H25 3.72 -1.21 -1.82
H26 5.26 -0.33 -1.82
H27 3.39 1.13 -0.97

The total energy comes out at -1028.4627 a.u. The net charge is +1. Its SMILES is C[C@@H](O)[C@@H](C(=O)N1CCNCC1)n1cc(CCCCN)[nH+]n1.

***

Ordered energy above the lowest of the compared OMol25 structures with the same formula, charge and spin results: 4.425; 0.968; unit eV.